1.
Molecular formula: C4H11NS
Method: DFT, ωB97M-V with the def2-TZVPD basis set

Cartesian coordinates (Å):
C (-0.20858, -0.42916, -1.03312)
C (0.09586, 0.69191, -2.04769)
S (1.65961, 1.53027, -1.69775)
C (-0.72904, 0.18446, 0.29432)
N (-0.80607, -0.64491, 1.43284)
C (0.41293, -0.93114, 2.16181)
H (-0.78490, -1.27063, -1.41226)
H (0.79559, -0.81460, -0.82110)
H (-0.69539, 1.44455, -2.14246)
H (0.15709, 0.38892, -3.09467)
H (1.20199, 2.47829, -0.89669)
H (-0.02590, 1.00129, 0.47930)
H (-1.66506, 0.68192, 0.01389)
H (-1.53936, -1.29652, 1.59633)
H (0.13780, -1.39307, 3.11528)
H (0.88335, 0.04365, 2.31306)
H (1.11008, -1.66523, 1.73890)

Force components x, y, z for each atom (eV/Å):
C 1.30 0.37 0.27
C -0.88 0.10 -0.46
S 0.35 -0.07 -0.34
C -0.08 0.16 -1.83
N 0.49 -0.12 0.88
C -0.56 -0.04 0.22
H -0.40 0.23 -0.12
H -0.18 -0.42 0.09
H 0.00 0.00 0.52
H 0.31 -0.58 0.19
H -0.17 0.29 0.27
H -0.03 0.03 0.41
H -0.26 -0.18 0.55
H -0.47 -0.16 -0.52
H 0.03 0.43 0.12
H 0.46 -0.33 0.27
H 0.08 0.30 -0.53

Calculated values
* spin multiplicity: 1
* relative energy (zero: lowest compared OMol25 entry of this formula, charge and spin): 19.3 kcal per mole
* gap between HOMO and LUMO: 9.26 eV


2.
Molecular formula: C4H7O2Rb
Method: DFT, ωB97M-V with the def2-TZVPD basis set

Cartesian coordinates (Å):
O (-0.96016, 1.44966, -0.91116)
C (-1.71937, 0.46445, -0.61485)
C (-1.24166, -0.56594, 0.28794)
H (-0.86675, -1.38981, -0.35146)
H (-2.43969, 0.14704, -1.39286)
H (-2.09918, -1.07559, 0.75460)
Rb (0.25859, 2.77790, 1.38018)
C (0.72545, -0.25611, 1.06760)
C (1.58636, -0.65152, -0.00370)
O (1.54003, 0.98284, -0.24229)
H (0.86130, -0.99130, 1.88464)
H (1.04211, -0.83777, -0.94757)
H (2.55220, -1.01062, 0.36960)
H (0.76077, 0.95677, -1.28066)

Force components x, y, z for each atom (eV/Å):
O -3.73 -1.49 0.86
C 4.39 1.56 -2.50
C 1.92 -1.02 1.54
H -0.19 0.46 -0.21
H -0.79 0.59 0.55
H 0.31 0.24 0.58
Rb 0.13 -0.51 -0.26
C -3.52 -3.57 3.43
C -1.94 4.40 -0.05
O -0.48 0.29 -7.72
H -1.05 -0.39 0.28
H 1.27 -1.38 0.25
H -0.17 0.02 -0.92
H 3.86 0.80 4.19

Calculated values
* spin multiplicity: 1
* relative energy (zero: lowest compared OMol25 entry of this formula, charge and spin): 140.1 kcal per mole
* gap between HOMO and LUMO (alpha / beta): 4.95 / 4.95 eV